1.
Below is C22H44EuN3OP3Se as an isolated structure at a distorted geometry, with properties calculated with ωB97M-V/def2-TZVPD.

Geometry as ORCA input:
```
! RIJCOSX wB97M-V def2-TZVPD def2/J DEFGRID3
* xyz 3 7
Eu 0.03389 1.42806 -0.07028
P 0.12614 -1.69634 2.09397
P 2.65377 0.65160 1.63586
P -1.74550 -1.54953 -1.33596
H 1.87810 3.71328 -5.18696
C 0.79267 3.63322 -5.06301
C 0.07463 3.62726 -3.92844
H 0.47485 3.59544 -2.91935
C 1.26652 -3.16239 1.83825
C 0.76473 -1.28976 3.77122
C -1.31717 -2.68277 2.72810
C 3.00196 1.77707 0.19514
C 3.18154 1.84942 2.95993
C 4.17364 -0.38100 1.54411
C -2.17126 -1.55651 -3.03330
C -3.03170 -1.27497 -0.17103
C -0.98854 -3.09458 -0.93266
H 0.27988 3.73487 -6.05507
H -0.98871 3.77419 -4.08344
H 1.19607 -3.89428 2.65375
H 2.30419 -2.81659 1.75453
H 1.02808 -3.66647 0.89476
H 0.65740 -2.15640 4.43828
H 0.20493 -0.43845 4.17563
H 1.82025 -1.00412 3.68973
H -1.02994 -3.32325 3.57531
H -1.73954 -3.32074 1.94670
H -2.09303 -1.98266 3.06435
H 3.86152 2.40132 0.48515
H 2.22176 2.51093 -0.12538
H 3.28136 1.15211 -0.65801
H 3.87026 1.33026 3.64658
H 2.30680 2.23120 3.51441
H 3.70402 2.69010 2.46903
H 5.02098 0.21006 1.91102
H 4.34292 -0.68758 0.50740
H 4.07905 -1.28192 2.16061
H -2.34934 -2.60367 -3.33413
H -1.33907 -1.11221 -3.59577
H -3.03887 -0.89603 -3.12429
H -3.85093 -1.90366 -0.56000
H -3.37881 -0.24823 -0.07185
H -2.72130 -1.58071 0.84317
H -1.65514 -3.81763 -1.43925
H -0.95631 -3.31653 0.14673
H 0.02240 -3.22921 -1.33753
C 2.20420 -1.11422 -2.75407
C 2.22507 0.21852 -3.23431
C 2.41470 0.47683 -4.58408
C 2.66938 -0.58120 -5.46007
C 2.75228 -1.91107 -5.00516
C 2.51050 -2.17184 -3.66073
Se 1.80048 -1.33959 -0.95661
H -0.70423 -0.60593 -1.26790
H 2.04553 1.05319 -2.55640
H 2.43308 1.52392 -4.92841
H 2.83484 -0.32620 -6.50294
H 2.96817 -2.72205 -5.72265
H 2.60290 -3.17266 -3.26195
C -2.09269 1.61464 4.54141
N -2.74424 1.97227 3.29384
C -4.09482 2.21903 3.26746
C -4.70717 2.25279 2.05225
C -3.92865 1.99260 0.90416
N -2.60935 1.73736 0.95840
C -1.99311 1.84023 2.15026
O -0.71006 1.84851 2.22016
N -4.52939 1.80742 -0.30647
H -1.10315 2.06995 4.55611
H -1.99585 0.52124 4.61002
H -2.65344 1.92544 5.42552
H -4.59405 2.40556 4.22233
H -5.71898 2.63483 1.92695
H -5.54337 1.78784 -0.39077
H -3.96774 1.70044 -1.15431
*
```

orbital gap (alpha / beta): 7.54 / 5.65 eV
lowest unoccupied orbital energy (alpha / beta): -8.58 / -10.33 eV
<S²>: 12.029

2.
Below is C22H44F5IrNO2PS2Sb as an isolated structure, with properties calculated with ωB97M-V/def2-TZVPD.

Geometry as ORCA input:
```
! RIJCOSX wB97M-V def2-TZVPD def2/J DEFGRID3
* xyz 2 6
Ir 1.50666 0.67205 -0.47197
C -1.88245 0.27988 7.33062
C -2.64055 -0.04603 6.04592
C -3.16725 -1.47512 6.07111
C -3.78519 0.93463 5.81153
Sb -1.24557 0.15674 4.35321
C -0.03648 1.98048 4.50150
C -0.93752 3.11727 4.97310
C 0.52010 2.30019 3.11383
C 1.10030 1.73456 5.49211
C 0.02784 -1.60589 4.08422
C 0.60874 -1.97175 5.45041
C 1.14596 -1.27763 3.09761
C -0.83227 -2.74739 3.54439
H -2.57148 0.13680 8.16860
H -1.54465 1.31542 7.36530
H -1.02881 -0.37792 7.49895
H -3.91491 -1.54205 6.86611
H -2.38968 -2.20391 6.29811
H -3.65865 -1.75569 5.13855
H -4.47569 0.85879 6.65571
H -4.34604 0.69900 4.90642
H -3.45029 1.96929 5.75572
H -1.78463 3.27895 4.30479
H -0.34903 4.03903 4.98532
H -1.31198 2.96216 5.98433
H -0.27198 2.52883 2.39992
H 1.12670 1.48521 2.70886
H 1.15918 3.18451 3.20124
H 0.74585 1.44900 6.48255
H 1.66163 2.66739 5.60608
H 1.79874 0.97369 5.13976
H 1.20397 -1.17160 5.89239
H 1.26698 -2.83598 5.31906
H -0.16458 -2.26550 6.15980
H 1.82205 -0.51176 3.47774
H 0.78577 -0.97851 2.10430
H 1.73350 -2.19006 2.95480
H -1.66006 -2.99953 4.20490
H -0.20068 -3.63656 3.46338
H -1.22955 -2.53247 2.55519
C 4.73682 1.22202 2.83054
C 4.46277 1.85360 1.48868
C 5.68168 2.43793 0.81512
O 3.78794 0.82666 0.62139
P 4.50842 -0.23095 -0.34661
S 5.19222 0.41099 -2.07523
S 2.96464 -1.27295 -1.10879
O 5.52809 -0.92941 0.59077
C 6.67145 -1.79124 0.13298
C 6.12611 -3.08273 -0.42304
C 7.54599 -1.95419 1.34872
H 5.12316 1.98328 3.50842
H 5.47744 0.42867 2.74406
H 3.82488 0.80950 3.26310
H 3.68018 2.60712 1.56534
H 6.46903 1.69264 0.69176
H 6.08039 3.22455 1.45613
H 5.44033 2.87700 -0.15145
H 7.17412 -1.20821 -0.63984
H 5.53056 -3.60378 0.32681
H 6.96105 -3.72537 -0.70134
H 5.52417 -2.92098 -1.31740
H 7.02209 -2.50347 2.13046
H 7.86606 -0.98913 1.73880
H 8.43544 -2.51823 1.07011
C 1.86039 4.06687 -3.71881
C 1.96533 3.10983 -2.63413
N 2.05083 2.34972 -1.78037
H 2.01540 5.07383 -3.33429
H 0.86706 3.99562 -4.16081
H 2.61190 3.84308 -4.47459
F -0.80683 0.70536 -1.92756
C -0.55712 0.64560 -0.58696
F -1.12376 1.76215 -0.03659
C -1.33453 -0.58648 -0.04596
F -2.45899 -0.80646 -0.70184
F -0.57716 -1.69284 -0.12019
F -1.63515 -0.39810 1.25739
*
```

relative energy (zero: lowest compared OMol25 entry of this formula, charge and spin): 4.8 kcal per mole
orbital gap (alpha / beta): 9.29 / 6.67 eV
lowest unoccupied orbital energy (alpha / beta): -4.38 / -8.14 eV
<S²>: 8.765